Molecular formula: C3H7O4
Method: DFT, wB97M-V/def2-TZVPD

Last column: natural (NBO) charge in e.
Cartesian coordinates (Å):
O: -0.05411 -1.64522 0.98223  -0.804
C: -0.63998 -0.66435 1.34273  0.757
O: -0.82101 -0.35731 2.51727  -0.777
C: -1.17610 0.27047 0.26575  -0.550
C: -0.11583 0.40847 -0.90622  -0.034
O: -0.36665 1.58905 -1.65783  -0.758
H: -1.49632 1.20837 0.73521  0.200
H: -2.16104 -0.17948 0.01308  0.205
H: 0.86863 0.39748 -0.56335  0.143
H: -0.31895 -0.21862 -1.74438  0.185
H: -0.35734 2.41244 -1.17375  0.454
H: 1.74368 -1.64133 0.44035  0.525
H: 2.33593 -0.40400 -0.31434  0.443
O: 2.55908 -1.17595 0.06323  -0.990

Calculated values
Net charge: -1
Relative energy (zero: lowest compared OMol25 entry of this formula, charge and spin) (kcal/mol): 26.8
HOMO (eV): -4.2
Energy (eV): -11415.2973
E_LUMO (eV): 3.56